Entry from the Open Molecules 2025 dataset: a molecular structure, C22H49GaNO4 (ωB97M-V with the def2-TZVPD basis set).

Properties
E, Ha: -3148.08725
Orbital gap, eV: 7.151
HOMO energy, Eh: -0.159
ΔE to the lowest compared entry with this formula, charge and spin, kJ/mol: 23.30
Molar mass, g mol⁻¹: 461.4
Charge: -1

```
77
Properties=species:S:1:pos:R:3:forces:R:3:lowdin_charge:R:1
C -7.797 0.034 -3.031 0.3 -0.1 0.0 -0.0772
C -6.444 0.728 -3.161 -0.2 0.1 0.3 -0.2996
O -5.510 -0.176 -3.697 -0.1 -0.1 -0.3 -0.1552
C -4.438 0.431 -4.411 -0.1 -0.1 0.3 -0.1827
C -3.421 1.039 -3.463 -0.1 0.0 0.1 -0.2730
O -2.365 1.556 -4.209 0.0 0.0 -0.2 -0.2294
C -1.585 2.520 -3.452 0.1 -0.1 0.3 -0.2316
Ga -0.852 1.856 -1.631 -0.2 -0.2 -0.1 0.4590
C -0.274 -0.082 -1.920 0.0 0.1 -0.2 -0.1839
C -2.322 2.122 -0.236 0.2 0.1 0.3 -0.2477
C -1.968 1.895 1.239 -0.3 0.0 0.0 -0.3093
C -1.542 0.468 1.585 0.1 0.4 0.2 -0.2230
C -1.081 0.351 3.042 0.0 -0.1 -0.2 -0.2104
C 0.366 0.802 3.282 0.1 -0.2 0.0 -0.2148
C 1.073 0.006 4.385 -0.1 0.2 0.0 -0.2186
C 1.598 -1.377 3.965 0.2 0.3 0.2 -0.2132
C 3.089 -1.322 3.627 0.0 0.0 -0.1 -0.2178
C 3.678 -2.624 3.060 0.3 0.1 0.3 -0.2015
C 4.818 -2.430 2.043 0.0 -0.2 0.0 -0.1984
C 4.771 -3.308 0.786 0.1 0.2 -0.2 -0.1726
C 3.455 -3.349 0.019 0.1 0.0 -0.2 -0.2368
O 3.337 -4.645 -0.553 -0.1 0.0 0.1 -0.2000
C 2.054 -4.883 -1.088 0.2 -0.1 0.0 -0.1173
C 0.855 2.910 -1.215 0.0 -0.2 0.1 -0.1834
C 1.685 2.336 -0.062 0.0 0.3 -0.3 -0.4479
O 1.307 2.942 1.188 0.1 -0.4 0.0 -0.0799
C 3.214 2.455 -0.250 0.2 -0.2 0.2 -0.2346
N 3.843 1.139 -0.511 -0.2 0.1 0.2 -0.0043
H -8.610 0.758 -3.033 0.0 0.0 0.1 0.0652
H -7.842 -0.552 -2.113 -0.1 0.0 0.0 0.0678
H -7.924 -0.653 -3.867 -0.1 0.1 -0.1 0.0719
H -6.528 1.622 -3.791 0.0 -0.1 -0.2 0.1145
H -6.120 1.077 -2.173 0.1 0.1 0.0 0.1154
H -3.985 -0.368 -4.997 0.1 0.0 -0.1 0.1258
H -4.831 1.198 -5.086 0.0 0.0 -0.1 0.1205
H -3.097 0.270 -2.750 0.1 0.0 0.0 0.1185
H -3.908 1.830 -2.874 0.0 0.1 0.0 0.1143
H -2.217 3.412 -3.313 0.0 0.1 -0.1 0.0495
H -0.760 2.791 -4.114 0.0 0.1 -0.1 0.0465
H -0.715 -0.428 -2.862 0.0 0.0 0.0 -0.0201
H -0.578 -0.784 -1.141 0.1 0.0 0.1 -0.0269
H 0.812 -0.131 -2.053 0.1 -0.1 0.1 -0.0198
H -3.206 1.513 -0.459 0.0 0.0 -0.2 0.0350
H -2.637 3.170 -0.336 -0.1 0.0 -0.1 0.0403
H -2.854 2.106 1.861 0.1 0.1 0.1 0.0950
H -1.195 2.598 1.561 0.1 -0.1 -0.1 0.0882
H -2.391 -0.198 1.403 0.0 -0.1 -0.1 0.1101
H -0.732 0.153 0.922 0.0 -0.1 0.0 0.0814
H -1.749 0.966 3.653 -0.1 -0.1 0.2 0.1054
H -1.188 -0.685 3.381 0.0 0.0 0.0 0.0998
H 0.933 0.710 2.351 0.0 0.0 0.0 0.0934
H 0.403 1.862 3.537 0.0 0.0 -0.1 0.1046
H 1.916 0.604 4.742 0.0 -0.1 0.1 0.1013
H 0.381 -0.097 5.225 0.0 0.0 0.1 0.1022
H 1.050 -1.752 3.099 -0.1 -0.1 0.0 0.1099
H 1.457 -2.070 4.798 -0.1 -0.2 -0.1 0.1071
H 3.631 -1.076 4.545 0.0 0.2 0.0 0.1094
H 3.261 -0.481 2.947 0.0 -0.1 -0.1 0.1044
H 2.889 -3.258 2.656 -0.1 0.1 -0.1 0.0946
H 4.094 -3.173 3.909 -0.2 -0.2 0.0 0.1046
H 4.904 -1.381 1.751 -0.2 0.1 0.0 0.0951
H 5.759 -2.671 2.544 0.1 0.2 -0.1 0.1020
H 5.051 -4.336 1.019 -0.2 -0.1 0.1 0.1127
H 5.535 -2.936 0.098 0.1 -0.1 0.1 0.1089
H 3.451 -2.600 -0.782 -0.1 0.1 0.0 0.1274
H 2.585 -3.138 0.648 0.0 -0.1 0.1 0.1074
H 1.806 -4.162 -1.868 -0.1 0.1 0.0 0.0888
H 2.065 -5.882 -1.523 0.0 0.0 0.0 0.0821
H 1.294 -4.855 -0.302 -0.1 0.1 0.0 0.0859
H 1.452 2.874 -2.132 0.0 0.0 0.0 0.0487
H 0.658 3.970 -1.004 0.1 0.1 0.0 0.0509
H 1.457 1.273 0.055 0.0 -0.1 0.1 0.1030
H 1.446 3.880 1.064 -0.1 0.4 0.0 0.0770
H 3.625 2.909 0.660 -0.1 0.0 0.0 0.1008
H 3.441 3.119 -1.084 0.0 0.0 -0.1 0.0974
H 4.797 1.153 -0.170 0.1 0.0 -0.1 0.0473
H 3.370 0.456 0.072 -0.1 -0.1 0.0 0.0402
```
Forces are in eV/Å.